ORCA calculation (ωB97M-V/def2-TZVPD) on CH2F3NO4S2 in the gas phase at a distorted geometry.

## Properties
Molecular weight = 213.16 g mol⁻¹
Frontier orbital gap (spin up / spin down) = 7.3 / 6.2 eV
⟨S²⟩ = 2.010
Highest occupied orbital energy (spin up / spin down) = -6.921 / -11.510 eV
Multiplicity = 3
Charge = 0
LUMO (spin up / spin down) = 0.34 / -5.35 eV
Largest force on an atom = 5.96 eV/Å

Each line ends with the Mulliken charge.
Atoms and positions in Å:
F: -4.38533 0.58774 1.17249  -0.20
N: 0.63035 0.45399 -0.00602  -0.41
S: -0.82074 1.22780 0.01128  0.94
F: -4.38257 0.82873 -0.90104  -0.19
S: -2.13757 -0.43254 -0.07150  0.89
O: -1.01463 1.91928 -1.23015  -0.51
H: 0.79555 -0.40765 0.42717  0.27
H: 1.24497 0.81813 -0.72848  0.26
O: -2.01468 -0.99850 -1.39118  -0.48
F: -4.68991 -1.15933 -0.12277  -0.19
O: -0.99054 2.00107 1.23526  -0.50
C: -4.05171 -0.00942 0.01482  0.61
O: -1.86867 -1.21027 1.10814  -0.49